1.
{"formula": "C41H43KN2P2Si", "method": "the ωB97M-V functional and the def2-TZVPD basis", "homo_energy_ha": -0.21208, "e_tot_ha": -3269.7385, "gap_ev": 5.7, "mol_weight_g_mol": 692.9, "species": ["K", "C", "Si", "C", "C", "C", "C", "C", "C", "P", "C", "C", "C", "C", "C", "C", "C", "C", "C", "C", "C", "C", "C", "C", "C", "C", "C", "C", "P", "C", "C", "C", "C", "C", "C", "C", "C", "C", "C", "C", "C", "H", "H", "H", "H", "H", "H", "H", "H", "H", "H", "H", "H", "H", "H", "H", "H", "H", "H", "H", "H", "H", "H", "H", "H", "H", "H", "H", "H", "H", "H", "H", "C", "C", "C", "C", "N", "N", "H", "H", "H", "H", "H", "H", "H", "H", "H", "H", "H", "H"], "positions_angstrom": [[1.938323, 1.459879, -1.154321], [3.416759, -2.192549, -1.458822], [1.752778, -1.526631, -0.730979], [0.924814, -3.197262, -0.216028], [1.252139, -4.381663, -0.898157], [0.665368, -5.596693, -0.585794], [-0.257929, -5.686345, 0.450684], [-0.607019, -4.539094, 1.140401], [-0.054310, -3.306249, 0.789988], [-0.493829, -1.755210, 1.636885], [0.112226, -2.058443, 3.340688], [-0.531558, -1.603734, 4.488405], [0.031789, -1.797688, 5.743302], [1.254995, -2.437410, 5.870491], [1.908773, -2.891514, 4.732182], [1.341493, -2.706882, 3.481269], [-2.329255, -1.747581, 1.722633], [-2.989027, -0.756532, 2.456058], [-4.370277, -0.630495, 2.412231], [-5.125722, -1.475985, 1.613730], [-4.482688, -2.436904, 0.846581], [-3.102025, -2.566558, 0.895945], [2.365250, -0.659592, 0.910097], [3.639811, -1.017973, 1.388051], [4.298632, -0.326572, 2.388450], [3.699394, 0.795040, 2.941165], [2.446360, 1.183196, 2.502029], [1.756541, 0.479115, 1.499924], [-0.067983, 0.971764, 1.479323], [0.219559, 2.845272, 1.516409], [-0.047933, 3.487958, 2.721596], [0.098030, 4.866882, 2.850688], [0.498169, 5.627421, 1.763316], [0.751413, 5.004168, 0.546360], [0.617633, 3.629182, 0.430793], [-1.139667, 1.030654, -0.067269], [-1.357727, -0.013423, -0.967754], [-2.351400, 0.054447, -1.940018], [-3.172465, 1.165811, -2.033151], [-3.001571, 2.201054, -1.122237], [-2.011462, 2.128860, -0.154062], [3.849582, -3.050484, -0.930249], [4.176078, -1.403448, -1.480286], [3.252288, -2.498039, -2.495754], [1.992909, -4.351886, -1.688498], [0.939612, -6.486220, -1.140868], [-0.696767, -6.639978, 0.715659], [-1.315032, -4.596804, 1.960120], [-1.492085, -1.111814, 4.422033], [-0.491890, -1.444379, 6.622764], [1.693583, -2.586539, 6.848923], [2.864660, -3.393077, 4.815455], [1.856677, -3.077336, 2.603354], [-2.418526, -0.049306, 3.044504], [-4.853514, 0.143106, 2.995932], [-6.203531, -1.379876, 1.580858], [-5.055263, -3.086619, 0.196507], [-2.623888, -3.308889, 0.271557], [4.130051, -1.879915, 0.951448], [5.270356, -0.658901, 2.733777], [4.191276, 1.359432, 3.723389], [1.990936, 2.040985, 2.976258], [-0.381012, 2.897621, 3.568116], [-0.107219, 5.346503, 3.799699], [0.599190, 6.701120, 1.856258], [1.037862, 5.593826, -0.316021], [0.756291, 3.182120, -0.544080], [-0.729213, -0.890520, -0.939868], [-2.477451, -0.779669, -2.620158], [-3.950456, 1.215840, -2.785088], [-3.647866, 3.069578, -1.153522], [-1.943397, 2.938962, 0.557783], [-0.035669, 0.636628, -5.180991], [0.277905, 2.115945, -5.384739], [1.311897, 2.284932, -6.490994], [-0.999232, 2.877955, -5.741593], [0.924405, 2.635613, -4.156829], [0.116185, 2.646237, -2.981114], [-0.361102, 0.191036, -6.122070], [-0.837376, 0.486900, -4.454385], [0.847864, 0.100449, -4.829412], [0.967608, 1.812485, -7.411643], [2.257281, 1.827074, -6.197269], [1.490710, 3.342499, -6.704378], [-1.446540, 2.466023, -6.647800], [-0.788087, 3.935540, -5.921049], [-1.750011, 2.800409, -4.951971], [1.215458, 3.593908, -4.313692], [-0.130631, 1.680709, -2.779668], [-0.771304, 3.128542, -3.111491]], "atomic_forces_ev_per_a": [[0.57, -0.02, -0.61], [-0.01, -0.06, 0.11], [-0.04, -0.40, -0.23], [-0.07, 0.00, 0.14], [0.02, 0.04, 0.03], [0.01, 0.03, 0.00], [0.00, 0.01, 0.01], [0.01, -0.01, 0.02], [0.15, 0.10, -0.09], [-0.22, -0.27, 0.08], [-0.06, -0.07, -0.06], [-0.05, 0.04, 0.06], [0.03, 0.01, -0.03], [0.01, -0.01, -0.03], [-0.03, 0.04, 0.01], [0.04, 0.01, -0.01], [0.07, -0.01, -0.08], [0.02, 0.06, 0.01], [0.01, -0.01, -0.01], [0.03, -0.02, 0.00], [0.01, 0.05, 0.01], [0.00, -0.02, 0.00], [0.06, 0.08, 0.01], [-0.12, 0.05, -0.05], [-0.02, 0.05, 0.03], [0.04, -0.04, -0.01], [-0.10, -0.04, -0.06], [-0.09, -0.38, 0.20], [0.09, 0.71, -0.03], [-0.05, -0.26, 0.12], [0.03, 0.14, -0.06], [0.01, -0.03, -0.01], [-0.01, -0.02, 0.00], [0.01, -0.03, 0.03], [-0.03, 0.07, 0.17], [0.06, -0.11, 0.09], [0.00, -0.04, -0.01], [0.02, 0.04, 0.03], [0.01, 0.00, 0.03], [0.02, -0.03, -0.03], [-0.03, -0.04, 0.00], [0.01, 0.04, 0.00], [-0.03, 0.01, -0.02], [0.00, 0.01, 0.02], [-0.01, -0.01, 0.00], [0.01, 0.01, 0.00], [0.00, 0.00, 0.01], [-0.01, 0.01, -0.01], [0.07, -0.05, 0.02], [0.00, -0.01, 0.00], [0.00, 0.00, 0.00], [0.00, -0.01, 0.00], [-0.01, 0.01, 0.01], [-0.03, 0.00, -0.05], [0.00, 0.00, 0.00], [0.01, 0.01, -0.01], [0.00, -0.01, 0.01], [0.01, -0.01, 0.01], [-0.01, -0.01, 0.01], [0.00, 0.01, -0.01], [0.00, 0.00, 0.00], [0.00, -0.01, -0.01], [0.01, 0.00, 0.01], [-0.02, -0.01, -0.01], [0.01, -0.01, 0.00], [0.02, -0.01, 0.00], [-0.39, 0.53, 0.14], [0.03, 0.02, -0.02], [0.00, 0.00, 0.01], [0.01, 0.01, 0.00], [-0.01, -0.01, 0.01], [0.02, 0.01, -0.02], [0.03, -0.03, 0.04], [0.00, 0.03, 0.00], [0.03, 0.00, -0.03], [-0.03, 0.02, -0.01], [-0.06, -0.08, 0.03], [0.03, -0.06, 0.16], [-0.01, 0.01, 0.01], [0.01, 0.01, 0.00], [0.00, 0.00, -0.01], [-0.01, 0.03, 0.00], [-0.02, -0.02, -0.01], [0.01, -0.01, 0.02], [0.01, 0.01, 0.00], [0.00, -0.01, 0.01], [0.00, -0.02, -0.01], [0.06, -0.01, 0.01], [-0.16, -0.03, 0.00], [0.00, 0.01, -0.05]]}

=====

2.
{"formula": "C41H43N8O3Sn", "method": "the ωB97M-V functional and the def2-TZVPD basis", "homo_energy_ha": -0.14465, "e_tot_ha": -2466.3487, "total_charge": -1, "gap_ev": 6.0, "mol_weight_g_mol": 814.6, "species": ["Sn", "N", "C", "C", "O", "N", "C", "C", "O", "O", "H", "H", "H", "H", "H", "H", "C", "C", "C", "C", "C", "C", "N", "C", "C", "C", "C", "C", "C", "N", "N", "C", "C", "C", "C", "C", "N", "H", "H", "H", "H", "H", "H", "H", "H", "H", "H", "H", "H", "H", "C", "C", "C", "C", "C", "C", "C", "C", "N", "C", "C", "C", "C", "N", "C", "C", "C", "C", "C", "C", "C", "C", "H", "H", "H", "H", "H", "H", "H", "H", "H", "H", "H", "H", "H", "H", "H", "H", "H", "H", "H", "H", "H", "H", "H", "H"], "positions_angstrom": [[0.318164, -1.131224, -0.346623], [-1.335896, -2.592808, 1.205428], [-2.581895, -2.800319, 0.470439], [-2.439005, -2.720581, -1.054130], [-3.295521, -3.313512, -1.729444], [-1.422456, -1.998799, -1.513131], [-1.238719, -1.986979, -2.948952], [0.217694, -1.761278, -3.372794], [0.495376, -1.879433, -4.561419], [1.061849, -1.444696, -2.447611], [-0.748164, -3.416537, 1.138669], [-1.526386, -2.412640, 2.184929], [-3.274473, -2.012189, 0.756164], [-3.065044, -3.757567, 0.694783], [-1.813293, -1.179374, -3.414057], [-1.581016, -2.923747, -3.394015], [3.698010, 4.564021, 1.469314], [4.688193, 3.590570, 1.403691], [4.360200, 2.247791, 1.452308], [3.019472, 1.828605, 1.535664], [2.033496, 2.823943, 1.576897], [2.370865, 4.166405, 1.558287], [2.666672, 0.496796, 1.478891], [3.188899, -0.371529, 2.316990], [3.834422, 0.034379, 3.541514], [4.307426, -0.860251, 4.448433], [4.197459, -2.252215, 4.227002], [3.630597, -2.691259, 3.069167], [3.097406, -1.802905, 2.099085], [2.533926, -2.299560, 0.957495], [2.826190, -3.498126, 0.671966], [2.158192, -4.090909, -0.377276], [2.832588, -5.075701, -1.114701], [2.143457, -5.775507, -2.077812], [0.790599, -5.507156, -2.268930], [0.209731, -4.512219, -1.508624], [0.866271, -3.811027, -0.583557], [3.953890, 5.615447, 1.435623], [5.727763, 3.887163, 1.324447], [5.132080, 1.490126, 1.395626], [1.002500, 2.511115, 1.626268], [1.591289, 4.919404, 1.619288], [3.911704, 1.095497, 3.735724], [4.760108, -0.498455, 5.365188], [4.548986, -2.946876, 4.978965], [3.548982, -3.748122, 2.852798], [3.884808, -5.233649, -0.924652], [2.650891, -6.519823, -2.678548], [0.206099, -6.049751, -2.997757], [-0.840343, -4.275074, -1.633086], [-4.746570, 0.659853, 0.533799], [-4.090293, 0.477209, 1.878115], [-4.839686, 0.084591, 2.979587], [-4.249050, -0.094032, 4.219206], [-2.886564, 0.119508, 4.357394], [-2.101805, 0.505366, 3.277631], [-0.630216, 0.727303, 3.452406], [-2.709730, 0.687981, 2.027970], [-1.951751, 0.979670, 0.888771], [-1.924301, 2.129911, 0.361359], [-2.603215, 3.319925, 0.995013], [-1.281940, 2.341801, -0.976447], [-1.488224, 3.696776, -1.607238], [-0.632926, 1.416673, -1.557464], [-0.236815, 1.524691, -2.903236], [1.128994, 1.591599, -3.226573], [2.159876, 1.722806, -2.147459], [1.499197, 1.568474, -4.560138], [0.559132, 1.456458, -5.571411], [-0.780885, 1.406087, -5.245414], [-1.199349, 1.460516, -3.920382], [-2.678724, 1.403728, -3.628822], [-5.661348, 0.071886, 0.471111], [-4.080481, 0.345119, -0.270947], [-5.005878, 1.709762, 0.370411], [-5.902953, -0.086295, 2.857582], [-4.843632, -0.394951, 5.072413], [-2.410834, -0.018092, 5.321257], [-0.280045, 0.280182, 4.382452], [-0.393412, 1.794595, 3.478306], [-0.076882, 0.288603, 2.622852], [-3.005328, 3.036882, 1.965710], [-3.420096, 3.676960, 0.365449], [-1.901170, 4.142058, 1.139335], [-2.539445, 3.849136, -1.861358], [-0.894141, 3.768839, -2.515745], [-1.184309, 4.493724, -0.928649], [1.975666, 2.602958, -1.530589], [3.155323, 1.798474, -2.582056], [2.131286, 0.848535, -1.494327], [2.553206, 1.609478, -4.805890], [0.874619, 1.401599, -6.604952], [-1.525788, 1.306772, -6.026371], [-3.153877, 0.640160, -4.244914], [-3.150829, 2.361511, -3.866252], [-2.878896, 1.165711, -2.585444]], "atomic_forces_ev_per_a": [[-0.53, -0.21, -0.67], [-0.02, -0.05, -0.02], [-0.02, -0.10, -0.11], [-0.25, 0.17, 0.23], [0.11, 0.03, 0.01], [0.35, 0.27, 0.26], [0.08, 0.07, 0.03], [0.01, -0.06, -0.35], [-0.06, 0.02, 0.21], [-0.11, 0.14, 0.73], [0.06, 0.01, 0.05], [0.08, 0.08, -0.04], [-0.15, 0.12, 0.08], [0.01, 0.06, -0.06], [-0.08, -0.11, -0.07], [-0.03, 0.05, -0.06], [-0.01, 0.10, -0.05], [-0.01, 0.01, 0.10], [-0.05, 0.04, -0.11], [0.03, -0.02, -0.04], [0.10, -0.01, -0.01], [0.00, 0.10, -0.01], [0.04, -0.20, -0.22], [-0.47, 0.05, -0.28], [0.20, -0.08, 0.25], [-0.09, 0.21, -0.09], [0.11, -0.23, 0.08], [-0.03, 0.02, -0.05], [0.34, 0.05, 0.55], [0.01, -0.21, -0.45], [0.71, 0.17, 0.58], [-0.64, -0.26, -0.41], [0.02, 0.21, 0.08], [-0.04, 0.09, -0.01], [0.11, -0.03, 0.01], [-0.17, -0.24, -0.11], [0.29, 0.12, 0.03], [0.02, 0.00, 0.01], [0.01, -0.02, -0.01], [0.01, 0.00, 0.00], [-0.20, -0.07, 0.00], [-0.01, -0.03, -0.04], [-0.01, -0.02, 0.04], [-0.01, 0.01, 0.02], [0.02, -0.05, -0.05], [-0.04, 0.01, 0.09], [-0.01, -0.04, 0.05], [-0.01, -0.02, 0.01], [-0.04, 0.04, 0.00], [0.14, -0.06, -0.06], [0.07, -0.06, 0.09], [0.05, -0.04, -0.17], [0.00, 0.00, 0.04], [0.02, 0.05, 0.03], [-0.10, -0.01, -0.02], [0.07, -0.03, -0.04], [0.01, 0.00, -0.08], [-0.40, -0.15, 0.44], [0.41, -0.24, -0.55], [-0.20, 0.03, 0.58], [0.04, 0.01, 0.07], [0.48, 0.24, -0.61], [0.03, 0.01, -0.04], [-0.39, -0.19, 0.67], [0.24, 0.09, -0.67], [-0.13, 0.12, 0.10], [-0.13, -0.16, 0.00], [0.03, -0.01, -0.04], [-0.02, 0.06, 0.01], [0.08, 0.05, -0.03], [-0.13, -0.15, 0.16], [0.10, 0.00, -0.01], [-0.02, 0.03, 0.00], [-0.05, -0.01, -0.03], [-0.01, -0.01, -0.08], [0.00, -0.01, -0.03], [0.00, -0.02, -0.01], [0.01, -0.01, 0.00], [0.03, 0.03, -0.01], [0.06, -0.03, -0.03], [0.18, 0.02, -0.08], [-0.03, 0.05, -0.03], [0.02, 0.07, 0.00], [-0.01, 0.02, -0.06], [-0.01, 0.05, 0.00], [-0.07, 0.04, 0.00], [-0.04, 0.00, 0.03], [0.05, 0.03, 0.11], [0.02, -0.01, 0.05], [0.11, 0.05, 0.09], [0.01, -0.01, 0.01], [0.00, -0.03, 0.00], [-0.02, 0.00, 0.01], [-0.03, 0.01, 0.00], [-0.04, -0.01, 0.05], [-0.08, -0.04, -0.03]]}